The following is a DFT calculation (ωB97M-V/def2-TZVPD) of 11 unconnected molecules or ions with the total composition C11H44N4O11.

Each line ends with the Mulliken spin population.
Atoms and positions in Å:
C: -0.38089 -3.99993 -3.25272  0.0216
O: -0.50402 -5.38375 -3.58196  -0.0663
H: 0.27144 -3.71660 -2.42670  0.0308
H: -0.21813 -3.40028 -4.14828  0.0222
H: -1.39434 -3.70922 -2.97611  0.0582
H: 0.12157 -5.54911 -4.29111  0.0023
C: -1.41705 3.77929 3.08407  0.1321
O: -0.29399 2.92558 2.73110  -0.1473
H: -1.65436 3.78822 4.14788  -0.0246
H: -1.25210 4.76158 2.64135  0.0264
H: -2.17427 3.29902 2.46435  0.0038
H: 0.45936 3.39582 3.09571  0.0218
C: -3.98284 -0.25074 -1.58242  1.4951
O: -3.29386 -1.29727 -0.99396  -2.1663
H: -4.48524 -0.68851 -2.44501  -0.0077
H: -4.50977 0.35880 -0.84832  -0.6619
H: -3.19413 0.38490 -1.98493  0.2189
H: -3.78162 -2.12316 -0.95414  0.8488
C: -4.14217 -0.54339 2.33923  0.3071
O: -5.08660 0.04548 3.20621  -0.4146
H: -3.51822 0.14197 1.76559  0.1947
H: -3.49009 -1.26992 2.82405  0.1438
H: -4.68937 -1.11667 1.59088  0.0446
H: -5.77652 0.45798 2.68139  0.0819
C: -1.85385 4.67498 -0.50528  0.0463
O: -0.54465 4.99756 -0.22860  -0.0765
H: -2.19956 5.20762 -1.39121  -0.0131
H: -1.98561 3.59635 -0.59077  0.1498
H: -2.56238 5.03319 0.24156  -0.0485
H: -0.01325 4.32538 -0.66149  0.0132
C: 3.20781 2.90729 0.74658  0.0015
O: 2.44846 2.68287 -0.43790  -0.0070
H: 2.48813 3.07815 1.54718  0.0045
H: 3.81896 2.07458 1.09472  0.0003
H: 3.81295 3.80856 0.64850  -0.0011
H: 1.96302 1.85589 -0.39266  -0.0104
C: 2.42950 -3.51709 -0.42170  0.0089
O: 3.71023 -3.35214 -1.01658  -0.0097
H: 2.46685 -3.24987 0.63438  0.0006
H: 1.64508 -2.90015 -0.86007  0.0237
H: 2.16064 -4.57089 -0.34870  -0.0081
H: 4.11689 -2.67095 -0.47602  0.0022
C: -0.44157 -0.80932 4.21728  0.0552
O: -0.01599 0.60784 4.38517  -0.0558
H: -1.53070 -0.76584 4.21481  0.0122
H: -0.11787 -1.32268 3.31186  -0.0117
H: -0.03293 -1.40849 5.03098  -0.0054
H: -0.11130 1.13227 3.58673  0.0247
C: 3.51824 -0.96274 1.97161  -0.0059
O: 3.46798 -0.78295 0.59283  -0.0007
H: 4.38634 -1.49575 2.35943  -0.0011
H: 3.46309 0.01080 2.45871  0.0031
H: 2.69385 -1.65641 2.13687  0.0102
H: 2.65683 -0.36663 0.29230  0.0142
C: 2.02144 -1.00041 -3.88615  0.0161
O: 0.80488 -0.88925 -4.04648  -0.0436
N: 2.65391 -0.50269 -2.88961  -0.0003
N: 2.79789 -1.69825 -4.68225  0.0092
H: 2.21012 -0.07996 -2.08684  0.0129
H: 3.65707 -0.61472 -2.92463  -0.0013
H: 3.75012 -1.86112 -4.38759  -0.0038
H: 2.38515 -2.11271 -5.50564  -0.0036
C: -0.09540 0.38505 -0.62755  -0.1832
O: 1.11036 0.49401 -0.42971  -0.0043
N: -0.94550 1.00792 0.13036  -0.0481
N: -0.66712 -0.47228 -1.43350  0.6332
H: -1.95264 0.95097 0.07997  0.0236
H: -0.60017 1.59728 0.87434  0.0091
H: -0.11663 -1.08502 -2.01797  0.0350
H: -1.67154 -0.57033 -1.39313  0.2683

Force components x, y, z for each atom (eV/Å):
C -1.690 0.411 -0.528
O 0.687 0.039 0.127
H 0.377 -0.472 -0.183
H 0.579 0.081 0.088
H -0.010 0.135 0.384
H 0.036 -0.197 0.085
C 0.112 -0.999 -1.690
O 0.054 0.719 0.787
H 0.073 -0.069 -0.108
H 0.000 0.190 0.355
H -0.720 0.338 0.589
H 0.501 -0.310 -0.150
C 0.448 0.198 -0.830
O 1.340 -0.758 1.226
H -0.928 0.724 0.027
H -0.773 -0.196 -0.255
H -0.100 0.454 -0.312
H -0.502 -0.148 0.019
C -0.590 -0.710 -0.938
O 0.556 0.139 0.752
H 0.075 0.473 0.215
H -0.143 0.259 0.525
H 0.117 -0.207 -0.294
H 0.002 0.018 -0.245
C -1.627 0.042 -0.403
O 1.182 0.247 0.560
H -0.029 -0.335 -0.569
H -0.250 -0.007 -0.226
H 0.345 -0.041 0.592
H 0.465 0.056 0.114
C -1.261 -0.037 0.065
O 1.471 1.288 -0.106
H 0.027 0.247 0.434
H 0.253 -0.221 -0.463
H 0.016 -0.123 -0.239
H -0.358 -0.567 0.290
C 0.105 -0.256 1.009
O -0.333 -0.173 0.069
H 0.051 0.330 0.102
H 0.041 -0.135 -0.326
H -0.110 -0.074 -0.765
H 0.171 0.409 -0.157
C -0.101 1.829 -0.072
O 0.370 -2.088 0.421
H 0.003 -0.537 0.196
H 0.211 0.513 -0.346
H -0.192 0.418 0.263
H -0.305 -0.101 -0.386
C -1.179 -0.272 0.177
O 2.026 -0.211 -1.479
H 0.475 0.177 -0.706
H -0.356 -0.213 0.522
H -0.386 0.364 1.237
H -0.609 0.144 0.256
C -3.621 -0.292 -0.678
O -0.389 -0.124 -0.330
N 2.765 1.775 3.162
N 1.568 -1.587 -2.431
H -0.125 0.139 -0.035
H -0.269 0.336 0.782
H -0.315 -0.381 -0.606
H 0.387 0.027 0.290
C -0.659 -1.753 0.132
O 2.511 -0.201 -0.342
N -1.920 2.930 2.614
N 0.124 -1.087 -1.588
H 0.146 -0.319 -0.277
H 0.134 0.065 -0.076
H -0.160 0.342 -0.260
H 0.207 -0.658 -0.067

Results
Multiplicity   2
DFT total energy   -1492.0315 Ha
HOMO energy (spin up / spin down)   0.3 / -7.4 eV
Net charge   -1
Kohn-Sham gap (spin up / spin down)   2.09 / 9.83 eV
E_LUMO (spin up / spin down)   2.4205 / 2.3849 eV